DFT (ωB97M-V with the def2-TZVPD basis set) results for a single C7H16BBr molecule at a distorted geometry.

Output
Kohn-Sham gap = 10.450 eV
structure (SMILES) = CC(C)B[C@@H](C)CCBr
E_tot = -78234.3753 eV
LUMO energy = 0.6 eV

```
! wB97M-V def2-TZVPD RIJCOSX def2/J DEFGRID3
* xyz 0 1
C 2.089 1.877 -0.108
C 0.779 1.396 0.483
C -0.477 2.299 0.438
B 0.233 0.020 -0.126
C -1.215 -0.345 -0.532
C -1.466 -1.102 -1.843
C -1.969 -1.150 0.605
C -3.240 -0.799 1.091
Br -4.523 -0.543 -0.269
H 2.860 1.245 0.332
H 2.285 2.818 0.395
H 2.022 1.675 -1.218
H 0.870 1.350 1.651
H -1.034 2.036 1.311
H -0.139 3.294 0.557
H -1.203 2.148 -0.403
H 1.195 -0.695 -0.412
H -1.822 0.583 -0.588
H -2.427 -1.507 -1.763
H -0.849 -2.024 -1.812
H -1.415 -0.464 -2.721
H -2.057 -2.228 0.381
H -1.468 -1.171 1.653
H -3.506 0.043 1.961
H -3.516 -1.813 1.701
*
```

DFT (ωB97M-V with the def2-TZVPD basis set) results for a molecular structure, C7H16BBr6Na5O3 at a distorted geometry.

Output
Kohn-Sham gap = 2.574 eV
E_tot = -456652.4924 eV
LUMO energy = -7.0 eV

```
! wB97M-V def2-TZVPD RIJCOSX def2/J DEFGRID3
* xyz 2 1
Na 2.234 -6.117 -0.348
Na -3.841 -5.927 0.079
Na -2.447 -5.210 6.043
Na 3.851 -0.519 -1.849
Na 2.528 -2.430 5.283
C -0.015 -2.230 1.177
O 0.866 -1.381 1.449
O -0.480 -2.962 2.024
O -0.056 -2.577 -0.007
B 6.232 -4.487 -0.243
H 7.270 -4.207 -0.156
H 5.656 -4.311 0.652
H 5.812 -3.883 -1.033
H 6.125 -5.524 -0.522
Br 3.416 5.839 4.703
C 1.835 5.140 5.750
C 0.581 6.000 5.727
Br 0.937 7.648 6.788
H 2.159 5.047 6.787
H 1.615 4.168 5.308
H -0.152 5.366 6.227
H 0.211 6.274 4.739
Br -0.118 -0.633 -5.932
C -1.746 -1.574 -6.739
C -2.454 -2.640 -5.810
Br -3.925 -3.589 -6.660
H -1.326 -2.090 -7.602
H -2.424 -0.764 -7.007
H -2.728 -2.237 -4.835
H -1.736 -3.436 -5.612
Br -4.345 4.156 0.553
C -3.062 3.431 -0.647
C -3.579 2.268 -1.502
Br -5.360 2.689 -2.294
H -2.220 3.112 -0.033
H -2.675 4.154 -1.366
H -3.720 1.465 -0.779
H -2.918 1.970 -2.315
*
```

DFT (ωB97M-V with the def2-TZVPD basis set) results for a molecular structure, C7H16BBrClFNNbO6P at a distorted geometry.

Output
Kohn-Sham gap = 6.403 eV
E_tot = -118092.1378 eV
LUMO energy = 1.2 eV

```
! wB97M-V def2-TZVPD RIJCOSX def2/J DEFGRID3
* xyz -1 1
C 4.413 -1.170 1.128
C 2.943 -1.772 0.839
O 1.969 -1.084 1.654
B 0.615 -1.256 1.167
O -0.170 -2.380 1.621
Nb -0.416 0.216 -0.321
C 1.392 1.587 0.014
Cl 0.747 -0.950 -2.174
C -1.269 1.710 -1.825
C -0.160 2.331 -2.807
O 0.449 3.392 -2.603
F 0.146 1.644 -4.031
C -1.571 1.073 1.444
C -1.843 2.630 1.405
O -3.018 2.996 1.131
Br -0.531 4.057 1.792
P -2.413 -1.435 -0.676
N -3.584 -0.769 -1.544
O -1.808 -2.812 -1.502
O -3.105 -1.957 0.809
H 5.109 -2.032 1.409
H 4.804 -0.709 0.162
H 4.354 -0.345 1.908
H 3.011 -2.900 1.047
H 2.755 -1.658 -0.279
H 0.301 -3.233 1.498
H 2.276 1.181 -0.608
H 1.185 2.687 -0.198
H 1.698 1.457 1.112
H -1.819 2.604 -1.388
H -1.993 1.142 -2.497
H -0.936 0.846 2.384
H -2.550 0.491 1.604
H -4.488 -0.757 -1.051
H -2.586 -3.407 -1.615
H -3.907 -1.421 0.990
*
```

DFT (ωB97M-V with the def2-TZVPD basis set) results for 2 unconnected molecules or ions with the total composition C7H16BF4N2O7S2 at a distorted geometry.

Output
Kohn-Sham gap = 7.603 eV
E_tot = -58051.2524 eV
LUMO energy = 1.7 eV
ΔE to the lowest compared entry with this formula, charge and spin = 1.516 eV

```
! wB97M-V def2-TZVPD RIJCOSX def2/J DEFGRID3
* xyz -1 1
C -2.146 -1.131 -0.025
O -1.604 -1.297 1.289
C -0.278 -1.774 1.219
C 0.754 -0.640 0.918
C 0.755 0.378 2.098
C 2.180 0.905 2.501
C 2.390 2.430 2.153
N 2.737 2.517 0.706
B 1.574 3.062 -0.114
N 1.118 2.284 -1.278
O 0.898 4.247 0.215
S 4.167 3.343 0.365
O 3.947 4.668 -0.267
O 4.943 2.487 -0.565
F 5.082 3.527 1.693
H -1.937 -1.997 -0.694
H -3.238 -0.998 0.070
H -1.743 -0.195 -0.479
H -0.195 -2.600 0.478
H -0.055 -2.225 2.209
H 1.750 -1.108 0.774
H 0.491 -0.183 -0.053
H 0.253 -0.058 2.979
H 0.160 1.265 1.800
H 2.910 0.370 1.856
H 2.461 0.673 3.542
H 1.442 2.966 2.356
H 3.151 2.828 2.841
H 0.170 1.940 -1.132
H 1.696 1.443 -1.295
H -0.045 4.102 0.255
C -4.154 -3.913 -4.170
F -3.105 -4.637 -4.590
F -3.995 -2.684 -4.683
F -5.236 -4.435 -4.764
S -4.303 -3.894 -2.323
O -3.052 -3.301 -1.868
O -4.467 -5.291 -1.957
O -5.476 -3.075 -2.061
*
```

DFT (ωB97M-V with the def2-TZVPD basis set) results for 2 unconnected molecules or ions with the total composition C7H16BN2O3S at a distorted geometry.

Output
Kohn-Sham gap (alpha / beta) = 7.675 / 7.675 eV
E_tot = -28144.9702 eV
LUMO energy (alpha / beta) = -3.3 / -3.3 eV
ΔE to the lowest compared entry with this formula, charge and spin = 2.480 eV

```
! wB97M-V def2-TZVPD RIJCOSX def2/J DEFGRID3
* xyz 1 1
B -0.606 2.565 1.421
C 0.975 0.111 -0.419
C 0.329 -1.307 1.443
C 0.876 -1.594 2.789
C 2.247 0.002 1.606
C -2.361 -0.679 -2.129
C -1.453 0.125 -1.266
C -0.036 -0.441 -1.366
N 1.209 -0.385 0.805
N 0.514 -0.312 -2.710
O 1.960 1.042 -0.872
O -0.338 2.072 2.486
O -0.920 3.154 0.328
S 1.786 -0.020 3.295
H -0.011 -2.215 0.973
H -0.605 -0.671 1.439
H 0.100 -1.753 3.581
H 1.675 -2.300 2.685
H 2.806 0.804 1.073
H -1.959 -0.734 -3.169
H -3.447 -0.530 -1.973
H -2.349 -1.727 -1.748
H -1.477 1.210 -1.561
H -1.846 0.154 -0.204
H -0.118 -1.493 -1.266
H 2.299 0.978 -1.794
H 0.077 0.513 -3.161
H 0.139 -1.090 -3.276
H 0.892 1.108 3.322
H -0.357 3.412 -0.331
*
```

DFT (ωB97M-V with the def2-TZVPD basis set) results for a single C7H16BrNO2 molecule at a distorted geometry.

Output
Kohn-Sham gap = 9.965 eV
structure (SMILES) = CC[C@H](CO)NOC(C)(C)Br
E_tot = -83143.1453 eV
LUMO energy = 0.7 eV
ΔE to the lowest compared entry with this formula, charge and spin = 0.000 eV

```
! wB97M-V def2-TZVPD RIJCOSX def2/J DEFGRID3
* xyz 0 1
C -1.525 -2.453 -0.427
C -0.355 -1.935 -1.253
C -0.039 -0.504 -1.126
C 0.787 -0.077 -2.280
O -0.019 -0.157 -3.464
N 0.631 -0.273 0.118
O 0.967 1.041 0.454
C 0.583 1.289 1.811
C 0.811 2.737 2.108
C -0.849 0.905 1.975
Br 1.799 0.109 2.910
H -1.242 -2.885 0.540
H -1.937 -3.324 -0.885
H -2.215 -1.735 -0.168
H -0.459 -2.203 -2.296
H 0.419 -2.791 -1.102
H -1.031 0.012 -1.121
H 1.290 0.921 -2.179
H 1.598 -0.762 -2.233
H -0.002 0.661 -4.018
H 1.652 -0.702 0.068
H 1.774 3.072 1.599
H 0.066 3.449 1.691
H 0.908 2.958 3.167
H -1.017 -0.080 1.862
H -1.184 1.267 3.044
H -1.412 1.458 1.206
*
```

DFT (ωB97M-V with the def2-TZVPD basis set) results for a molecular structure, C7H16F2O3P2 at a distorted geometry.

Output
Kohn-Sham gap = 9.986 eV
E_tot = -37673.3545 eV
LUMO energy = 0.4 eV
ΔE to the lowest compared entry with this formula, charge and spin = 0.632 eV

```
! wB97M-V def2-TZVPD RIJCOSX def2/J DEFGRID3
* xyz 0 1
C 0.351 3.128 0.444
C -1.408 2.356 1.902
C 2.756 -1.552 -1.012
C 0.682 -1.565 -2.575
C -0.060 1.983 1.335
C 1.300 -1.060 -1.279
C -2.675 -1.546 -0.239
O 1.215 -0.668 2.210
O -0.109 0.842 0.528
O 0.424 -1.560 -0.186
F -2.820 -2.823 -0.550
F -3.936 -0.999 -0.279
P -1.600 -1.559 1.836
P 0.196 -0.625 1.118
H 1.311 2.874 -0.046
H -0.440 3.301 -0.302
H 0.533 4.048 1.001
H -2.197 2.483 1.214
H -1.457 3.318 2.397
H -1.931 1.641 2.613
H 3.186 -1.855 -1.947
H 3.360 -0.791 -0.611
H 2.688 -2.324 -0.191
H 0.765 -2.738 -2.610
H 1.281 -1.261 -3.413
H -0.358 -1.129 -2.612
H 0.658 2.019 2.145
H 1.102 0.016 -1.324
H -1.866 -1.054 -0.913
H -0.953 -2.900 1.347
*
```

DFT (ωB97M-V with the def2-TZVPD basis set) results for a molecular structure, C7H16FN2 at a distorted geometry.

Output
Kohn-Sham gap = 10.717 eV
E_tot = -13204.7570 eV
LUMO energy = -4.1 eV
ΔE to the lowest compared entry with this formula, charge and spin = 4.720 eV

```
! wB97M-V def2-TZVPD RIJCOSX def2/J DEFGRID3
* xyz 1 1
C -0.414 -1.430 0.763
C -1.349 -0.263 0.540
C 3.198 0.525 -0.398
C -3.664 -0.255 0.640
C 0.114 -0.350 -1.432
C 2.325 0.036 0.799
C 0.937 0.692 0.593
N -2.438 0.230 0.207
N -0.061 -0.217 0.011
F -1.143 1.823 -1.013
H 0.094 -1.602 1.597
H -0.454 -2.198 0.060
H 3.129 1.710 -0.314
H 4.205 0.230 -0.505
H 2.670 0.219 -1.221
H -3.799 -1.233 1.129
H -3.998 0.450 1.404
H -4.293 -0.064 -0.237
H 0.210 0.606 -1.796
H 0.965 -1.024 -1.723
H -0.781 -0.831 -1.783
H 2.802 0.449 1.746
H 2.173 -1.056 0.785
H 0.617 0.907 1.545
H 0.928 1.589 -0.026
H -1.973 1.056 -1.371
*
```

DFT (ωB97M-V with the def2-TZVPD basis set) results for 2 unconnected molecules or ions with the total composition C7H16FN2 at a distorted geometry.

Output
Kohn-Sham gap = 8.249 eV
E_tot = -13206.1018 eV
LUMO energy = -4.3 eV
ΔE to the lowest compared entry with this formula, charge and spin = 3.375 eV

```
! wB97M-V def2-TZVPD RIJCOSX def2/J DEFGRID3
* xyz 1 1
C 0.197 -1.119 0.340
C -2.941 -0.542 1.114
C 4.208 -0.812 -1.063
C -2.049 -1.292 3.306
C -0.025 0.735 -0.933
C 2.926 -0.146 -1.258
C 2.151 0.262 0.018
N -3.054 -0.853 2.362
N 0.752 -0.128 -0.208
F -4.084 -0.287 0.484
H 0.716 -1.641 1.019
H -0.834 -1.208 0.322
H 4.804 -0.354 -0.303
H 3.995 -1.801 -0.855
H 4.730 -0.706 -2.106
H -1.100 -0.764 3.198
H -2.427 -1.225 4.330
H -1.856 -2.374 3.058
H -1.039 0.319 -1.037
H -0.338 1.710 -0.412
H 0.374 1.048 -1.864
H 2.371 -0.795 -1.847
H 3.117 0.741 -2.016
H 2.592 -0.455 0.758
H 2.232 1.336 0.355
H -4.001 -0.883 2.697
*
```

DFT (ωB97M-V with the def2-TZVPD basis set) results for a molecular structure, C7H16MnO4 at a distorted geometry.

Output
Kohn-Sham gap (alpha / beta) = 8.967 / 8.961 eV
E_tot = -47018.9062 eV
LUMO energy (alpha / beta) = -2.7 / -3.4 eV

```
! wB97M-V def2-TZVPD RIJCOSX def2/J DEFGRID3
* xyz 1 7
C 0.062 -3.276 0.526
O 0.699 -2.185 -0.039
H 0.789 -4.075 0.769
H -0.483 -3.037 1.460
H -0.693 -3.692 -0.171
C 2.225 -0.066 -2.527
O 1.041 0.123 -1.871
C -0.025 0.798 -2.551
C -1.321 0.416 -1.863
O -1.146 0.540 -0.344
C -1.266 1.748 0.398
C -0.864 1.401 1.812
O 0.359 0.667 1.781
C 0.830 0.246 3.058
H 2.584 0.785 -3.106
H 2.802 -0.897 -2.125
H -0.046 0.493 -3.605
H 0.181 1.876 -2.488
H -1.640 -0.538 -2.302
H -2.247 0.968 -2.077
H -2.308 2.095 0.375
H -0.634 2.542 -0.028
H -1.632 0.748 2.257
H -0.734 2.308 2.420
H 1.711 -0.386 2.909
H 1.089 1.125 3.662
H 0.057 -0.332 3.583
Mn 0.612 -0.397 0.088
*
```

DFT (ωB97M-V with the def2-TZVPD basis set) results for a gas-phase ion, C7H16N (charge +1) at a distorted geometry.

Output
Kohn-Sham gap = 8.632 eV
structure (SMILES) = C/C=C(\C)CCC[NH3+]
E_tot = -8999.8110 eV
LUMO energy = -3.5 eV
ΔE to the lowest compared entry with this formula, charge and spin = 2.494 eV

```
! wB97M-V def2-TZVPD RIJCOSX def2/J DEFGRID3
* xyz 1 1
C 0.358 1.246 3.291
C 0.298 0.356 2.100
C -0.414 0.533 0.999
C -1.590 1.375 0.781
C -0.129 -0.563 -0.151
C 0.728 -0.051 -1.255
C 1.151 -1.119 -2.238
N -0.240 -1.619 -2.786
H -0.358 1.136 4.145
H 1.394 1.352 3.627
H -0.030 2.293 3.064
H 1.154 -0.451 2.181
H -1.681 1.811 -0.281
H -1.656 2.324 1.391
H -2.609 0.953 0.997
H 0.216 -1.510 0.299
H -1.125 -0.808 -0.609
H 0.428 0.882 -1.778
H 1.620 0.555 -0.815
H 1.702 -0.600 -3.136
H 1.749 -2.024 -1.884
H -0.695 -1.979 -1.991
H -0.203 -2.304 -3.471
H -0.643 -0.959 -3.391
*
```

DFT (ωB97M-V with the def2-TZVPD basis set) results for a gas-phase ion, C7H16N (charge +1) at a distorted geometry.

Output
Kohn-Sham gap = 8.202 eV
structure (SMILES) = C/C=C/CCCC[NH3+]
E_tot = -9001.2615 eV
LUMO energy = -3.7 eV
ΔE to the lowest compared entry with this formula, charge and spin = 1.044 eV

```
! wB97M-V def2-TZVPD RIJCOSX def2/J DEFGRID3
* xyz 1 1
C -0.039 3.787 1.289
C -0.126 2.289 1.501
C -0.768 1.508 0.636
C -1.146 0.077 0.884
C -1.019 -0.786 -0.392
C 0.439 -0.840 -0.875
C 1.148 -2.165 -0.636
N 1.060 -3.029 -1.876
H -0.882 4.160 0.716
H 0.036 4.298 2.243
H 0.832 4.058 0.680
H 0.139 1.950 2.491
H -1.157 2.003 -0.246
H -0.479 -0.365 1.626
H -2.175 0.019 1.245
H -1.441 -1.770 -0.156
H -1.698 -0.421 -1.155
H 0.988 -0.014 -0.411
H 0.508 -0.524 -1.924
H 2.197 -1.956 -0.502
H 0.794 -2.696 0.238
H 1.848 -2.794 -2.484
H 1.105 -4.025 -1.662
H 0.245 -2.777 -2.440
*
```